Formula: C18H42LiN2O8
Source: the Open Molecules 2025 dataset
Level of theory: ωB97M-V with the def2-TZVPD basis set

- HOMO level: -0.3143 Eh
- Total charge: +1
- Molar mass: 421.48 g mol⁻¹
- Gap between HOMO and LUMO: 6.75 eV

```
71
C18H42LiN2O8, DFT ωB97M-V with the def2-TZVPD basis set
Li 1.12 -0.03 -1.39
C -5.99 1.73 -0.34
C -4.50 1.55 -0.24
N -3.92 2.29 1.04
C -4.50 3.68 1.42
C -4.26 1.28 2.15
C -3.73 1.61 3.60
C -2.41 2.51 0.74
C -1.69 1.29 0.17
O -1.82 1.24 -1.22
C -0.99 0.18 -1.74
H -6.38 2.70 -0.67
H -6.65 1.50 0.50
H -6.39 1.02 -1.06
H -4.15 1.95 -1.19
H -4.22 0.50 -0.32
H -3.84 4.15 2.14
H -5.55 3.78 1.69
H -4.41 4.39 0.60
H -3.85 0.30 1.91
H -5.34 1.21 2.24
H -4.24 2.49 3.98
H -2.67 1.79 3.80
H -3.99 0.68 4.11
H -1.99 2.87 1.68
H -2.38 3.39 0.11
H -2.13 0.44 0.69
H -0.63 1.37 0.41
H -1.43 0.12 -2.74
H -1.02 -0.88 -1.47
H 0.02 0.54 -1.90
C 5.90 -1.88 0.54
C 4.74 -2.68 -0.05
N 3.28 -2.22 0.38
C 2.37 -3.13 -0.50
C 3.06 -2.56 1.93
C 1.72 -2.12 2.55
C 3.11 -0.74 0.12
C 3.43 -0.21 -1.36
O 2.35 -0.70 -2.04
C 2.44 -0.63 -3.50
H 5.87 -0.80 0.44
H 6.79 -2.14 -0.04
H 6.10 -2.11 1.59
H 4.77 -3.69 0.36
H 4.88 -2.59 -1.13
H 2.57 -3.10 -1.57
H 1.30 -3.03 -0.32
H 2.64 -4.16 -0.27
H 3.96 -2.23 2.45
H 3.04 -3.64 1.86
H 1.63 -2.65 3.50
H 0.95 -2.57 1.92
H 1.57 -1.05 2.70
H 3.77 -0.33 0.89
H 2.09 -0.50 0.40
H 4.34 -0.59 -1.83
H 3.50 0.87 -1.45
H 2.33 0.41 -3.79
H 1.58 -1.16 -3.89
H 3.35 -1.08 -3.90
O -0.34 -1.33 1.09
C 0.25 -0.69 0.13
O 0.28 -1.20 -0.96
O 0.93 0.28 0.31
H -0.61 -2.00 0.46
O 0.73 2.02 -3.87
C 0.92 1.22 -2.80
O 0.52 0.09 -2.78
O 1.48 1.61 -1.79
H 0.38 1.37 -4.50
```

Mulliken population analysis, charges in e, atoms 1 to 2:
1. Li 1.2919
2. C -1.5351

***

Formula: C38H46N4OSSbSi2Tc
Source: the Open Molecules 2025 dataset
Level of theory: ωB97M-V with the def2-TZVPD basis set

- HOMO level (alpha / beta): -0.1338 / -0.1318 Eh
- Multiplicity: 4
- Total charge: -1
- Energy relative to the best compared isomer or geometry (same formula, charge and spin): 15.541 eV
- Molar mass: 882.81 g mol⁻¹
- ⟨S²⟩: 3.82
- Gap between HOMO and LUMO (alpha / beta): 5.63 / 5.48 eV

```
94
C38H46N4OSSbSi2Tc, DFT ωB97M-V with the def2-TZVPD basis set
Tc 0.65 -0.36 -0.22
C 1.63 -3.15 0.27
N 0.55 -2.57 -0.71
C -0.94 -2.85 -0.26
C 0.82 -3.10 -2.07
C 1.14 -1.96 -3.05
C 1.48 -2.00 -4.38
C 1.73 -0.81 -5.20
C 1.74 0.48 -4.70
C 1.39 0.71 -3.29
C 1.05 -0.54 -2.36
H 1.50 -4.23 0.35
H 1.60 -2.73 1.28
H 2.63 -2.92 -0.09
H -1.12 -3.93 -0.18
H -1.62 -2.41 -0.99
H -1.12 -2.36 0.71
H -0.04 -3.65 -2.43
H 1.67 -3.78 -2.01
H 1.57 -2.96 -4.86
H 2.03 -0.90 -6.24
H 2.01 1.28 -5.38
H 1.42 1.75 -2.80
S 0.09 -1.65 2.03
Sb -1.83 -0.29 2.39
C -1.38 1.87 2.34
C -0.92 2.57 1.20
C -0.65 3.91 1.35
C -0.79 4.56 2.58
C -1.24 3.86 3.68
C -1.55 2.50 3.55
C -3.46 -0.80 1.16
C -3.89 -2.13 1.15
C -4.97 -2.51 0.36
C -5.64 -1.56 -0.40
C -5.23 -0.23 -0.37
C -4.15 0.15 0.42
C -2.46 -0.78 4.34
C -3.72 -1.30 4.61
C -4.08 -1.61 5.92
C -3.18 -1.41 6.95
C -1.92 -0.89 6.68
C -1.56 -0.57 5.38
H -0.83 2.09 0.23
H -0.31 4.48 0.49
H -0.55 5.61 2.66
H -1.35 4.35 4.64
H -1.90 1.96 4.42
H -3.37 -2.88 1.74
H -5.29 -3.54 0.35
H -6.48 -1.85 -1.01
H -5.75 0.52 -0.95
H -3.84 1.19 0.45
H -4.43 -1.46 3.81
H -5.06 -2.02 6.12
H -3.46 -1.65 7.97
H -1.22 -0.73 7.49
H -0.57 -0.17 5.18
C -0.52 2.99 -3.75
Si -0.47 1.50 -2.58
C -2.15 1.48 -1.73
C -0.45 -0.27 -3.66
C 1.08 1.78 -1.10
Si 3.14 1.49 -1.36
C 3.76 -0.06 -2.27
C 4.06 1.65 0.29
C 3.91 3.00 -2.22
H -1.37 2.93 -4.44
H 0.38 3.07 -4.35
H -0.63 3.91 -3.17
H -2.95 1.39 -2.47
H -2.32 2.39 -1.15
H -2.20 0.61 -1.07
H -1.42 -0.45 -4.19
H -0.29 -1.17 -2.98
H 0.38 -0.29 -4.24
H 0.90 2.54 -0.35
H 3.33 -0.99 -1.92
H 4.84 -0.11 -2.07
H 3.64 -0.02 -3.35
H 3.63 0.94 0.97
H 3.98 2.61 0.82
H 5.12 1.51 0.07
H 3.56 3.13 -3.25
H 5.00 2.90 -2.25
H 3.66 3.90 -1.66
N 2.73 -0.70 0.28
C 3.81 -0.82 0.68
C 5.03 -1.31 1.15
C 6.03 -0.50 1.72
N 6.87 0.15 2.19
C 5.23 -2.70 1.02
N 5.37 -3.85 0.93
O 0.48 0.78 1.18
```

Mulliken population analysis, charges in e, atoms 1 to 2:
1. Tc -0.9502
2. C -1.5153

***

Formula: C13H12ClP
Source: the Open Molecules 2025 dataset
Level of theory: ωB97M-V with the def2-TZVPD basis set

- SMILES: C=P(Cl)(c1ccccc1)c1ccccc1
- HOMO level: -0.2968 Eh
- Energy relative to the best compared isomer or geometry (same formula, charge and spin): 0.000 eV
- Molar mass: 234.67 g mol⁻¹
- Gap between HOMO and LUMO: 8.70 eV

```
27
C13H12ClP, DFT ωB97M-V with the def2-TZVPD basis set
C -4.00 -0.71 -0.45
C 3.81 -1.35 -0.57
C -3.72 -0.30 0.79
C -3.11 -0.48 -1.59
C 2.52 -1.82 -0.86
C 4.02 -0.14 0.01
C -2.47 0.31 1.01
C -1.90 0.11 -1.34
C 1.42 -0.98 -0.61
C 2.96 0.71 0.33
C -1.57 0.40 0.01
C 1.63 0.22 0.05
C 0.34 2.16 2.10
P 0.20 1.31 0.62
Cl 0.34 2.54 -0.89
H -4.84 -1.31 -0.56
H 4.45 -2.13 -0.89
H -4.11 -0.76 1.66
H -3.51 -0.64 -2.68
H 2.40 -2.78 -1.37
H 4.93 0.33 0.19
H -2.11 0.43 2.07
H -1.24 0.36 -2.20
H 0.41 -1.12 -0.77
H 3.18 1.75 0.63
H 0.80 1.62 2.90
H -0.84 2.28 2.40
```

natural (NBO) population analysis, charges in e, atoms 1 to 2:
1. C -0.1904
2. C -0.2166

***

Q: Which of these has the highest molar mass?
A: C38H46N4OSSbSi2Tc